1.
C38H53IrN5O2SSbSi3 | ωB97M-V with the def2-TZVPD basis set

Calculated values
Kohn-Sham gap (spin up / spin down): 0.24105 / 0.24103 hartree
strongest force on any atom: 2.0 eV/A
HOMO level (spin up / spin down): -6.8 / -6.8 eV
ΔE to the lowest compared entry with this formula, charge and spin: 0.5 kcal per mole
net charge: 0

Geometry (Å):
Ir: -0.368 -0.994 -1.138
C: 3.013 1.126 1.764
Sb: 1.373 0.918 0.385
C: 1.042 -1.257 0.501
C: 2.281 -1.810 -0.171
C: 2.490 -3.181 -0.365
C: 3.674 -3.621 -0.922
C: 4.637 -2.697 -1.298
C: 4.345 -1.360 -1.109
N: 3.208 -0.930 -0.551
Si: 0.459 -2.283 2.004
C: 0.389 -4.158 1.932
C: 2.034 -2.099 3.063
C: -0.927 -1.679 3.076
C: -0.022 2.402 1.432
C: -1.428 1.874 1.282
C: -2.556 2.686 1.506
C: -3.817 2.130 1.549
C: -3.954 0.757 1.376
C: -2.820 0.028 1.088
N: -1.593 0.574 0.999
Si: 0.338 2.730 3.261
C: -1.051 3.655 4.104
C: 0.564 1.168 4.242
C: 1.846 3.822 3.464
Si: 0.223 3.970 0.390
C: 2.023 4.309 0.005
C: -0.412 5.553 1.162
C: -0.709 3.742 -1.209
H: 3.630 0.242 1.639
H: 2.673 1.199 2.794
H: 3.588 2.016 1.498
H: 1.707 -3.876 -0.094
H: 3.842 -4.681 -1.076
H: 5.583 -3.002 -1.729
H: 5.059 -0.589 -1.392
H: 1.389 -4.593 1.844
H: -0.246 -4.575 1.145
H: -0.023 -4.475 2.898
H: 2.923 -2.362 2.473
H: 1.993 -2.789 3.918
H: 2.197 -1.093 3.461
H: -1.819 -2.274 2.876
H: -1.179 -0.635 2.917
H: -0.633 -1.806 4.125
H: -2.421 3.745 1.683
H: -4.683 2.754 1.740
H: -4.913 0.259 1.455
H: -2.877 -1.042 0.942
H: -1.979 3.075 4.116
H: -1.261 4.627 3.645
H: -0.758 3.834 5.146
H: -0.366 0.901 4.754
H: 1.342 1.299 5.005
H: 0.842 0.321 3.617
H: 1.612 4.871 3.257
H: 2.687 3.533 2.833
H: 2.177 3.758 4.507
H: 2.571 4.627 0.896
H: 2.072 5.124 -0.727
H: 2.540 3.444 -0.420
H: 0.012 5.734 2.153
H: -1.503 5.578 1.253
H: -0.116 6.390 0.517
H: -0.699 2.691 -1.500
H: -0.273 4.333 -2.021
H: -1.758 4.040 -1.098
O: -3.175 -2.965 1.133
C: -2.349 -3.068 0.243
O: -1.224 -2.383 0.193
C: -2.516 -4.106 -0.807
C: -3.224 -5.268 -0.494
C: -3.422 -6.258 -1.437
C: -2.921 -6.073 -2.724
C: -2.225 -4.920 -3.042
C: -2.011 -3.926 -2.081
S: -1.205 -2.485 -2.694
H: -3.615 -5.364 0.510
H: -3.968 -7.158 -1.182
H: -3.076 -6.830 -3.484
H: -1.841 -4.771 -4.047
C: 1.819 1.649 -2.973
C: 1.977 0.182 -3.143
N: 1.226 -0.796 -2.656
C: 1.757 -1.989 -3.137
C: 2.826 -1.722 -3.918
N: 2.948 -0.346 -3.915
H: 0.830 1.868 -2.597
H: 1.964 2.160 -3.929
H: 2.539 2.037 -2.254
H: 1.311 -2.938 -2.894
H: 3.501 -2.366 -4.456
H: 3.651 0.187 -4.395
C: -3.110 1.637 -4.485
C: -2.039 0.864 -4.902
C: -1.278 0.206 -3.956
N: -1.511 0.307 -2.636
C: -2.554 1.044 -2.245
C: -3.376 1.718 -3.130
H: -3.727 2.164 -5.203
H: -1.798 0.753 -5.952
H: -0.462 -0.431 -4.255
H: -2.728 1.108 -1.181
H: -4.205 2.299 -2.748

Results of the Mulliken charge analysis, in e, for atoms 1 through 5: 4.33 -1.18 -1.09 -0.82 1.07

=====

2.
C11H18O2Si | ωB97M-V with the def2-TZVPD basis set

Calculated values
Kohn-Sham gap: 0.31752 hartree
strongest force on any atom: 6.2 eV/A
HOMO level: -8.0 eV
ΔE to the lowest compared entry with this formula, charge and spin: 13.4 kcal per mole
SMILES: Cc1c(C)c(C)c([SiH](O)O)c(C)c1C
net charge: 0

Geometry (Å):
C: 0.300 -1.434 -0.926
C: -0.281 -1.574 0.357
C: 0.520 -0.192 -1.508
C: -0.491 -0.458 1.183
C: 0.218 0.928 -0.830
C: -0.089 0.786 0.786
C: 0.631 -2.695 -1.699
C: -0.574 -2.910 0.946
C: 1.123 -0.098 -2.918
C: -1.128 -0.718 2.510
C: 0.154 2.402 -1.310
O: -1.415 3.307 1.930
O: 1.193 3.297 1.445
Si: -0.002 2.344 1.912
H: 1.232 -2.469 -2.590
H: 0.941 -3.350 -0.841
H: -0.387 -3.112 -2.144
H: -0.673 -2.867 2.035
H: -1.349 -3.261 0.427
H: 0.320 -3.625 0.767
H: 1.252 1.080 -3.112
H: 2.157 -0.547 -2.835
H: 0.602 -0.546 -3.673
H: -0.274 -1.086 3.205
H: -1.409 0.284 2.903
H: -1.935 -1.387 2.332
H: -0.722 2.905 -0.685
H: 1.112 2.903 -1.095
H: -0.173 2.382 -2.293
H: -2.109 3.344 1.269
H: 0.835 4.209 1.148
H: 0.422 2.156 3.301

Results of the Mulliken charge analysis, in e, for atoms 1 through 5: 0.89 0.68 0.90 0.65 0.65

=====

3.
C23H20N5O3S2Ti | ωB97M-V with the def2-TZVPD basis set

Calculated values
Kohn-Sham gap: 0.24546 hartree
strongest force on any atom: 2.4 eV/A
HOMO level: -11.2 eV
ΔE to the lowest compared entry with this formula, charge and spin: 21.5 kcal per mole
net charge: +1

Geometry (Å):
Ti: -0.401 0.501 -0.011
C: -5.072 -0.951 2.377
S: -4.907 0.129 0.923
C: -3.224 0.462 0.900
S: -2.635 1.508 -0.318
N: -2.483 -0.031 1.890
N: -1.209 0.282 1.817
C: -0.361 0.079 2.783
C: 0.907 0.736 2.582
C: 1.896 0.861 3.565
C: 2.978 1.688 3.328
C: 3.033 2.396 2.133
C: 2.032 2.203 1.193
N: 1.011 1.370 1.382
H: -6.070 -0.805 2.775
H: -4.939 -1.980 2.060
H: -4.316 -0.670 3.101
H: -0.647 -0.381 3.727
H: 1.786 0.340 4.505
H: 3.755 1.802 4.069
H: 3.834 3.090 1.938
H: 2.042 2.761 0.264
C: -4.188 -3.567 -0.533
O: -3.089 -2.711 -0.290
C: -1.843 -3.242 -0.237
C: -1.513 -4.582 -0.164
C: -0.175 -4.976 -0.099
C: 0.842 -4.057 -0.148
C: 0.555 -2.683 -0.250
C: 1.559 -1.726 -0.597
N: 1.260 -0.469 -0.707
N: 2.055 0.377 -1.398
C: 1.380 1.459 -1.710
O: 0.152 1.605 -1.307
C: 1.996 2.538 -2.477
C: 3.314 2.452 -2.927
C: 3.875 3.526 -3.588
C: 3.134 4.680 -3.803
C: 1.819 4.760 -3.373
C: 1.245 3.694 -2.713
C: -0.804 -2.272 -0.270
O: -1.122 -1.010 -0.406
H: -5.049 -2.908 -0.636
H: -4.059 -4.138 -1.458
H: -4.353 -4.257 0.299
H: -2.284 -5.336 -0.173
H: 0.057 -6.030 -0.046
H: 1.872 -4.375 -0.150
H: 2.541 -2.077 -0.918
H: 3.875 1.549 -2.747
H: 4.893 3.473 -3.937
H: 3.582 5.518 -4.310
H: 1.243 5.655 -3.548
H: 0.220 3.738 -2.365

Results of the Mulliken charge analysis, in e, for atoms 1 through 5: -0.26 -0.67 0.00 0.54 -0.31

=====

4.
C2H4N2O3 | ωB97M-V with the def2-TZVPD basis set

Calculated values
Kohn-Sham gap: 0.38540 hartree
strongest force on any atom: 5.3 eV/A
HOMO level: -9.9 eV
ΔE to the lowest compared entry with this formula, charge and spin: 135.1 kcal per mole
SMILES: C=NOC(=O)NO
net charge: 0

Geometry (Å):
C: -1.012 -0.300 0.528
C: 0.922 -0.313 -2.281
H: 0.918 0.918 2.450
H: -1.123 0.097 2.486
H: 1.065 -0.676 -3.358
H: 1.380 0.764 -1.858
N: -0.453 0.154 1.721
N: 0.029 -0.959 -1.556
O: 0.263 1.297 1.809
O: -1.947 -1.077 0.476
O: -0.042 0.097 -0.418

Results of the Mulliken charge analysis, in e, for atoms 1 through 5: 0.47 -0.16 0.38 0.26 0.29